1.
A molecular structure, C19H17CrF4N3SSe3Te. Source: the Open Molecules 2025 dataset; level of theory: the ωB97M-V functional and the def2-TZVPD basis.

Computed properties:
E	-277908.63166	eV
maximum force	0.06729	hartree/bohr
total charge	-2
E_HOMO (alpha / beta)	-1.04 / -1.05	eV
multiplicity	5
⟨S²⟩	6.0228
frontier orbital gap (alpha / beta)	4.900 / 4.908	eV

Positions of all 49 atoms, in Å:
Cr: -0.10 0.09 -0.40
C: 3.28 0.23 0.58
N: 2.05 -0.47 0.89
C: 2.18 -1.92 0.68
C: 1.49 -0.30 2.23
C: 0.63 1.04 2.32
N: -0.44 1.08 1.39
C: -1.37 2.00 1.50
C: -2.38 2.08 0.45
F: -2.18 1.39 -0.74
C: -3.41 2.91 0.51
F: -4.13 3.08 -0.63
C: -3.62 3.79 1.54
C: -2.74 3.74 2.59
F: -2.93 4.66 3.57
C: -1.63 2.89 2.55
F: -0.76 3.15 3.61
H: 3.52 0.00 -0.45
H: 4.12 -0.18 1.07
H: 3.18 1.35 0.67
H: 2.86 -2.41 1.46
H: 2.61 -2.13 -0.32
H: 1.23 -2.37 0.81
H: 2.25 -0.36 2.96
H: 0.78 -1.16 2.35
H: 1.31 1.90 2.24
H: 0.31 1.08 3.37
H: -4.43 4.49 1.60
S: -3.10 -3.23 -0.95
C: -3.58 -2.43 0.45
C: -2.73 -1.48 0.81
C: -1.58 -1.28 -0.02
C: -1.69 -2.14 -1.06
C: -0.63 -2.14 -2.10
C: -0.52 -3.23 -3.02
C: 0.68 -3.26 -3.73
C: 1.63 -2.24 -3.60
C: 1.43 -1.20 -2.74
N: 0.29 -1.18 -1.99
H: -4.31 -2.83 1.14
H: -2.93 -0.79 1.65
H: -1.42 -3.84 -3.05
H: 0.91 -4.11 -4.41
H: 2.66 -2.19 -4.10
H: 2.12 -0.43 -2.65
Se: 4.77 0.23 -3.47
Se: 3.03 1.81 -3.69
Te: 1.22 2.38 -1.81
Se: 2.07 3.92 -0.05

---

2.
A single C19H17FN2O2S molecule. Source: the Open Molecules 2025 dataset; level of theory: the ωB97M-V functional and the def2-TZVPD basis.

Computed properties:
E	-40607.44344	eV
energy relative to the best compared isomer or geometry (same formula, charge and spin)	55.5	kJ/mol
maximum force	0.01629	hartree/bohr
E_HOMO	-7.76	eV
frontier orbital gap	7.824	eV

Positions of all 42 atoms, in Å:
C: -5.68 -2.03 -0.95
C: -5.10 -1.89 0.45
O: -3.76 -1.39 0.41
C: -3.62 -0.04 0.29
O: -4.57 0.71 0.24
C: -2.24 0.38 0.23
S: -1.98 2.11 0.08
C: -0.27 1.86 0.06
N: 0.58 2.86 -0.01
C: 1.88 2.58 0.00
C: 2.81 3.71 -0.07
C: 2.42 4.93 -0.87
C: 2.43 5.01 0.61
C: 2.34 1.26 0.05
C: 1.46 0.20 0.10
C: 1.99 -1.18 0.08
C: 1.70 -2.03 -0.99
C: 2.23 -3.30 -1.04
C: 3.06 -3.72 -0.02
F: 3.58 -4.96 -0.06
C: 3.38 -2.89 1.05
C: 2.84 -1.62 1.09
C: 0.08 0.49 0.14
C: -1.07 -0.35 0.27
N: -1.02 -1.69 0.49
H: -5.05 -2.67 -1.56
H: -6.68 -2.45 -0.89
H: -5.74 -1.05 -1.42
H: -5.71 -1.20 1.04
H: -5.03 -2.85 0.95
H: 3.86 3.43 -0.06
H: 1.47 4.89 -1.36
H: 3.20 5.43 -1.43
H: 1.48 5.02 1.11
H: 3.21 5.56 1.11
H: 3.41 1.07 0.03
H: 1.06 -1.68 -1.79
H: 2.02 -3.97 -1.86
H: 4.03 -3.25 1.83
H: 3.08 -0.96 1.91
H: -0.17 -2.18 0.29
H: -1.90 -2.18 0.46

---

3.
A molecular structure, C19H17N2Tm. Source: the Open Molecules 2025 dataset; level of theory: the ωB97M-V functional and the def2-TZVPD basis.

Computed properties:
E	-52473.17778	eV
maximum force	0.08952	hartree/bohr
total charge	+2
E_HOMO (alpha / beta)	-15.48 / -15.48	eV
multiplicity	3
⟨S²⟩	2.0031
frontier orbital gap (alpha / beta)	6.974 / 7.025	eV

Positions of all 39 atoms, in Å:
C: 1.44 -1.65 -0.41
C: 1.33 -1.50 0.99
H: 2.28 -1.21 -0.96
H: 0.84 -2.40 -0.94
H: 0.65 -2.11 1.58
H: 2.09 -0.95 1.55
Tm: 0.07 0.19 -0.01
C: -1.82 -0.12 -1.34
C: -1.91 -1.17 -0.37
C: -2.01 0.86 0.77
C: -1.88 1.14 -0.63
H: -1.86 -2.25 -0.58
H: -2.11 -1.11 1.88
H: -2.06 1.59 1.58
C: -2.03 -0.57 0.93
H: -1.78 2.13 -1.06
H: -1.74 -0.24 -2.43
C: 0.34 3.09 -3.71
C: -0.14 2.22 -2.73
N: 0.61 1.71 -1.77
C: 1.91 2.16 -1.69
C: 2.45 3.05 -2.66
C: 1.64 3.47 -3.71
C: 3.76 3.60 -2.51
C: 4.47 3.37 -1.39
C: 3.93 2.59 -0.33
C: 4.65 2.44 0.85
C: 4.09 1.72 1.87
C: 2.84 1.15 1.71
N: 2.13 1.25 0.58
C: 2.66 1.96 -0.45
H: -0.33 3.43 -4.50
H: -1.18 1.93 -2.89
H: 2.04 4.15 -4.46
H: 4.14 4.25 -3.29
H: 5.45 3.81 -1.26
H: 5.62 2.91 0.96
H: 4.62 1.62 2.81
H: 2.45 0.62 2.58

---

4.
A single C19H17N3O3 molecule. Source: the Open Molecules 2025 dataset; level of theory: the ωB97M-V functional and the def2-TZVPD basis.

Computed properties:
E	-30592.13749	eV
energy relative to the best compared isomer or geometry (same formula, charge and spin)	89.3	kJ/mol
maximum force	0.01817	hartree/bohr
E_HOMO	-8.28	eV
frontier orbital gap	8.615	eV

Positions of all 42 atoms, in Å:
O: 1.99 2.72 2.24
C: 1.33 1.75 1.94
C: -0.20 1.78 1.87
O: -0.70 0.51 1.53
C: -1.83 0.42 0.77
C: -2.70 1.45 0.52
C: -3.81 1.26 -0.31
C: -4.05 0.06 -0.90
C: -3.19 -1.04 -0.65
C: -3.41 -2.30 -1.23
C: -2.58 -3.35 -0.98
C: -1.48 -3.18 -0.12
C: -1.24 -1.97 0.46
C: -2.08 -0.87 0.20
N: 1.85 0.54 1.64
N: 3.21 0.32 1.52
C: 3.84 -0.25 0.44
O: 5.04 -0.45 0.47
N: 3.04 -0.71 -0.57
C: 1.89 -0.13 -1.13
C: 1.66 1.24 -1.08
C: 0.51 1.77 -1.62
C: -0.42 0.95 -2.24
C: -0.18 -0.41 -2.32
C: 0.97 -0.95 -1.78
H: -0.45 2.53 1.12
H: -0.59 2.12 2.84
H: -2.56 2.42 0.97
H: -4.47 2.10 -0.49
H: -4.90 -0.08 -1.56
H: -4.27 -2.43 -1.89
H: -2.75 -4.32 -1.43
H: -0.83 -4.02 0.08
H: -0.40 -1.84 1.13
H: 1.24 -0.23 1.41
H: 3.79 0.81 2.19
H: 3.52 -1.38 -1.17
H: 2.40 1.90 -0.63
H: 0.34 2.84 -1.57
H: -1.32 1.37 -2.65
H: -0.89 -1.06 -2.82
H: 1.16 -2.01 -1.84

---

5.
A single C19H17N3O3S molecule. Source: the Open Molecules 2025 dataset; level of theory: the ωB97M-V functional and the def2-TZVPD basis.

Computed properties:
E	-41427.02918	eV
energy relative to the best compared isomer or geometry (same formula, charge and spin)	67.9	kJ/mol
maximum force	0.02462	hartree/bohr
E_HOMO	-8.09	eV
frontier orbital gap	8.736	eV

Positions of all 43 atoms, in Å:
O: -0.53 -4.15 0.28
C: -0.30 -3.02 -0.11
C: 0.75 -2.73 -1.18
S: 2.22 -1.86 -0.55
C: 1.68 -0.20 -0.62
N: 0.45 0.19 -0.85
C: 0.46 1.55 -0.77
C: 1.71 1.98 -0.46
N: 2.50 0.86 -0.37
C: 3.87 0.86 -0.05
C: 4.33 1.67 0.98
C: 5.67 1.68 1.30
C: 6.56 0.89 0.60
C: 6.11 0.08 -0.43
C: 4.76 0.06 -0.76
N: -0.92 -1.92 0.32
C: -1.99 -1.93 1.30
C: -3.14 -1.09 0.81
C: -4.33 -1.66 0.40
C: -5.39 -0.89 -0.09
C: -5.19 0.46 -0.17
C: -3.99 1.05 0.23
C: -2.95 0.30 0.72
O: -4.05 2.40 0.04
C: -5.34 2.66 -0.48
O: -6.04 1.44 -0.61
H: 0.33 -2.12 -1.98
H: 1.13 -3.67 -1.57
H: -0.44 2.11 -0.93
H: 2.11 2.97 -0.34
H: 3.63 2.28 1.53
H: 6.02 2.32 2.10
H: 7.61 0.90 0.85
H: 6.80 -0.54 -0.98
H: 4.41 -0.56 -1.57
H: -0.66 -1.02 -0.10
H: -1.62 -1.54 2.25
H: -2.29 -2.97 1.44
H: -4.45 -2.73 0.47
H: -6.32 -1.34 -0.39
H: -2.02 0.76 1.03
H: -5.25 3.14 -1.47
H: -5.89 3.33 0.20

---

6.
A molecular structure, C19H17N5O5SSbSe4SiTc. Source: the Open Molecules 2025 dataset; level of theory: the ωB97M-V functional and the def2-TZVPD basis.

Computed properties:
E	-326500.08571	eV
energy relative to the best compared isomer or geometry (same formula, charge and spin)	64.8	kJ/mol
maximum force	0.07326	hartree/bohr
E_HOMO (alpha / beta)	-8.32 / -8.33	eV
frontier orbital gap (alpha / beta)	4.695 / 4.731	eV

Positions of all 54 atoms, in Å:
Tc: 0.39 -1.75 -0.38
O: 0.26 -2.42 3.37
C: 0.27 -2.11 2.20
O: 1.06 -2.50 1.29
C: -0.72 -1.03 1.74
O: -1.89 -0.99 2.03
O: -0.13 -0.04 1.07
Se: -0.53 -3.06 -5.37
Sb: 1.25 -2.29 -3.94
Se: 1.16 -3.50 -1.59
Se: 0.45 -0.44 -2.22
Se: 3.48 -1.85 -4.71
N: 6.26 2.38 1.12
C: 6.20 1.40 0.21
S: 7.50 1.05 -0.74
C: 4.97 0.61 0.10
C: 4.71 -0.15 -1.04
C: 3.54 -0.88 -1.12
N: 2.60 -0.88 -0.16
C: 2.87 -0.18 0.95
C: 4.01 0.56 1.12
H: 7.11 2.93 1.17
H: 5.47 2.68 1.67
H: 5.41 -0.18 -1.86
H: 3.39 -1.50 -2.00
H: 2.14 -0.21 1.75
H: 4.14 1.08 2.06
C: 0.14 2.55 0.01
Si: -1.02 1.45 1.04
C: -1.11 1.99 2.84
C: -2.72 1.24 0.24
C: -3.85 1.34 1.05
C: -5.11 1.20 0.50
C: -5.26 0.97 -0.85
C: -4.15 0.86 -1.67
C: -2.88 1.01 -1.12
H: -0.20 3.58 0.09
H: 0.16 2.31 -1.05
H: 1.17 2.53 0.36
H: -1.51 2.99 2.88
H: -0.13 2.01 3.33
H: -1.76 1.34 3.42
H: -3.75 1.52 2.11
H: -5.98 1.27 1.14
H: -6.25 0.86 -1.29
H: -4.25 0.67 -2.72
H: -2.02 0.95 -1.77
O: -1.37 -2.08 -0.49
N: -2.37 -2.22 -1.33
C: -3.50 -2.70 -0.92
C: -3.75 -3.16 0.40
N: -3.89 -3.52 1.48
C: -4.57 -2.80 -1.85
N: -5.48 -2.91 -2.52

---

Which value of maximum force does entry 2 give? 0.01629 hartree/bohr